{"formula": "C46H86Ba2N4O12", "method": "wB97M-V/def2-TZVPD", "largest_force_ha_per_bohr": 0.1388, "homo_energy_ev": 0.8644, "total_charge": -2, "e_lumo_ev": 2.75, "total_energy_ev": -81006.18654, "species": ["Ba", "Ba", "C", "C", "C", "O", "C", "C", "C", "O", "O", "O", "H", "H", "O", "C", "C", "O", "H", "H", "H", "H", "O", "C", "C", "O", "H", "H", "H", "H", "C", "C", "C", "C", "C", "C", "N", "O", "C", "C", "C", "H", "H", "H", "H", "H", "H", "H", "H", "H", "H", "H", "H", "H", "H", "H", "H", "H", "H", "H", "C", "C", "C", "C", "C", "C", "N", "O", "C", "C", "C", "H", "H", "H", "H", "H", "H", "H", "H", "H", "H", "H", "H", "H", "H", "H", "H", "H", "H", "H", "C", "C", "C", "C", "C", "C", "N", "O", "C", "C", "C", "H", "H", "H", "H", "H", "H", "H", "H", "H", "H", "H", "H", "H", "H", "H", "H", "H", "H", "H", "C", "C", "C", "C", "C", "C", "N", "O", "C", "C", "C", "H", "H", "H", "H", "H", "H", "H", "H", "H", "H", "H", "H", "H", "H", "H", "H", "H", "H", "H"], "xyz": [[0.696926, -2.139117, -0.461726], [1.530596, 2.599233, 0.411044], [3.657646, -1.845767, 0.366164], [4.620826, -2.362867, -0.421046], [5.205586, -1.528617, -1.551146], [5.760836, -2.105367, -2.597306], [4.956126, -0.206227, -1.711176], [4.092136, 0.535403, -0.808126], [3.362056, -0.400537, 0.240644], [2.382276, -0.016787, 0.929324], [3.789256, 1.714313, -0.831136], [4.942016, -3.579347, -0.179346], [3.211206, -2.342657, 1.214814], [5.451876, 0.364973, -2.482116], [-0.341304, 0.484483, -0.354066], [-1.604154, 0.930713, 0.117384], [-1.769664, 1.792173, 1.420144], [-0.828724, 2.778413, 1.736364], [-2.200414, 0.024943, 0.227604], [-2.088934, 1.421713, -0.726416], [-1.828484, 1.064013, 2.229114], [-2.764084, 2.235963, 1.372534], [1.797266, -3.934767, -2.198426], [1.050156, -5.031847, -2.641086], [1.338036, -5.987057, -3.925616], [2.634206, -6.409897, -4.328296], [0.042736, -4.634927, -2.766296], [0.892926, -5.676407, -1.776266], [0.969156, -5.404027, -4.769486], [0.534826, -6.717207, -4.024776], [0.679296, 1.565263, 6.844324], [-0.324514, 0.953853, 5.776864], [-1.090894, -0.160327, 6.583614], [-2.238014, 0.376963, 7.456474], [-3.131234, 1.277923, 6.578634], [-2.452924, 2.476963, 5.922894], [-1.205384, 2.030123, 5.260884], [-0.530214, 3.064943, 4.611724], [-3.404604, 2.959263, 4.787204], [-2.229274, 3.566223, 6.996274], [0.380206, 0.306463, 4.489034], [1.241446, 2.439203, 6.515234], [1.455976, 0.856273, 7.131014], [0.204556, 1.789933, 7.799434], [-1.526564, -0.843597, 5.854614], [-0.348354, -0.666577, 7.200414], [-1.723254, 0.849493, 8.293034], [-2.825054, -0.456057, 7.843194], [-3.871954, 1.604433, 7.308584], [-3.641384, 0.660143, 5.839574], [-3.326164, 4.033663, 4.621024], [-3.281774, 2.546073, 3.786064], [-4.459414, 2.800103, 5.011154], [-3.146094, 4.027713, 7.363114], [-1.462704, 3.244033, 7.701034], [-1.834264, 4.412693, 6.434524], [1.045166, -0.528767, 4.708824], [1.108636, 1.005233, 4.077674], [-0.274384, 0.309143, 3.617474], [-0.854534, 2.816643, 3.742954], [-2.716614, -5.612357, 1.277824], [-2.232784, -4.098297, 1.048254], [-3.189984, -3.176867, 1.859194], [-2.546264, -2.355667, 3.078384], [-1.655724, -3.342517, 3.834494], [-0.508754, -3.982867, 3.000934], [-0.802314, -3.994477, 1.558564], [0.116586, -4.789547, 0.788124], [0.695326, -3.073177, 3.135474], [-0.279254, -5.406637, 3.617824], [-2.301574, -3.613507, -0.431476], [-1.998404, -6.324427, 0.871334], [-3.664744, -5.877427, 0.809994], [-2.906414, -5.855427, 2.323284], [-3.766474, -2.512297, 1.215674], [-4.054634, -3.736377, 2.216144], [-3.315844, -1.857727, 3.668204], [-1.941234, -1.557147, 2.648964], [-2.262674, -4.142677, 4.258104], [-1.270454, -2.846847, 4.725554], [1.545346, -3.514807, 2.615344], [0.515886, -2.120937, 2.636324], [0.900566, -2.839837, 4.180234], [-0.979854, -6.185607, 3.317034], [0.692696, -5.743937, 3.257774], [-0.174614, -5.304987, 4.698014], [-3.269204, -3.896617, -0.845746], [-1.567204, -4.066547, -1.097476], [-2.174434, -2.545947, -0.611076], [-0.128894, -5.702147, 0.956934], [-3.549944, -0.261667, -2.807106], [-2.746564, -0.854937, -4.045936], [-3.319674, -0.346227, -5.453366], [-2.270644, -0.502357, -6.600396], [-0.924864, 0.050593, -6.222916], [-0.340124, -0.641197, -4.975896], [-1.312264, -0.501957, -3.842286], [-0.839684, -1.107317, -2.701316], [0.226726, -2.007407, -5.313936], [0.918786, 0.118613, -4.628246], [-3.125884, -2.317247, -4.091616], [-3.477224, 0.820683, -2.913556], [-3.174114, -0.535117, -1.821166], [-4.611524, -0.508937, -2.803216], [-4.236464, -0.877617, -5.708746], [-3.526204, 0.717993, -5.339886], [-2.652654, -0.034387, -7.507686], [-2.206004, -1.579147, -6.756716], [-1.072964, 1.120883, -6.079216], [-0.185974, 0.008473, -7.023136], [0.587356, -2.044437, -6.341886], [1.155236, -2.219617, -4.783906], [-0.437174, -2.867107, -5.223106], [1.690536, 0.033613, -5.393276], [0.689386, 1.184203, -4.629456], [1.438776, -0.242677, -3.741016], [-4.200264, -2.500997, -4.098996], [-2.899194, -2.920797, -3.212726], [-2.697494, -2.768997, -4.986326], [-0.847214, -0.416527, -2.034726], [4.568616, 5.101533, -0.364706], [3.819666, 5.092893, -1.676416], [4.716606, 4.242333, -2.626816], [4.087766, 3.713473, -3.922076], [2.651256, 3.080923, -3.671416], [1.778026, 4.063933, -2.909756], [2.446996, 4.525153, -1.636866], [1.637856, 5.255173, -0.791836], [1.333406, 5.267423, -3.853766], [0.533276, 3.262393, -2.548446], [3.673606, 6.638463, -2.089116], [5.641306, 5.117243, -0.557576], [4.318556, 4.255083, 0.274904], [4.181816, 5.929063, 0.229994], [5.568566, 4.809193, -3.002226], [5.036826, 3.447063, -1.953676], [4.652236, 2.947313, -4.453556], [4.051846, 4.534783, -4.637816], [2.955196, 2.205063, -3.098176], [2.394906, 2.843043, -4.703786], [2.121946, 5.939593, -4.192126], [0.904666, 4.782503, -4.730776], [0.651876, 5.937843, -3.330176], [-0.121014, 3.656243, -1.770706], [-0.154134, 3.078713, -3.374166], [0.671916, 2.251553, -2.164926], [3.635586, 6.835443, -3.160496], [4.601176, 7.103163, -1.754826], [2.782756, 7.119403, -1.685136], [1.620976, 6.102853, -1.242116]], "atomic_forces_ev_per_a": [[1.4, -0.9, -1.2], [-1.0, -1.4, 0.4], [-2.0, 5.9, 0.4], [2.4, -5.6, 0.0], [1.9, -4.6, -5.1], [-1.2, 1.2, 4.1], [-2.2, 5.1, 2.7], [1.7, -5.8, -0.6], [0.6, -3.9, -0.1], [-0.8, 2.3, 0.3], [-1.1, 3.5, 0.2], [0.4, 2.8, -1.3], [0.1, -0.3, 0.0], [0.0, -0.2, -0.3], [0.4, 0.6, 0.6], [0.5, -0.1, -0.9], [1.0, -0.2, -0.1], [0.6, -0.5, -0.7], [-0.7, -0.3, 0.6], [-0.3, 0.7, -0.2], [0.0, -0.4, 0.6], [-0.6, 0.1, -0.3], [-0.4, 0.9, 0.2], [0.3, -0.1, 0.5], [2.9, 1.5, -1.5], [-2.2, 0.1, 1.6], [-1.3, -0.1, -0.9], [0.2, -1.0, 0.6], [-0.3, 1.4, -0.7], [-0.5, -1.2, 1.2], [0.5, -0.6, -0.6], [0.8, 0.6, 0.4], [-0.5, 0.7, -1.0], [1.2, -0.1, -1.3], [0.2, -0.7, 1.4], [-0.1, -0.5, -0.5], [-1.3, -1.9, 1.3], [-0.1, -0.3, 0.7], [-0.3, 1.0, 0.1], [0.4, 0.7, -1.7], [0.6, 2.0, 1.1], [-0.4, 0.2, -0.3], [0.1, -0.4, -0.2], [-0.4, 0.2, -0.2], [0.1, -0.3, 0.0], [0.0, -0.3, -0.2], [-0.6, 0.5, 0.2], [0.0, 0.0, 0.1], [-0.5, 0.5, -0.5], [0.1, -0.1, -0.1], [0.2, 0.2, 0.1], [0.6, -0.5, 0.3], [-0.1, -0.1, 0.4], [-0.2, -0.7, 0.6], [-0.5, 0.2, 0.4], [0.6, 0.1, 0.0], [-0.8, -0.5, 0.0], [0.2, 0.6, 0.4], [-0.5, -1.0, 0.4], [0.6, 0.9, -1.9], [0.1, 0.7, -0.7], [0.1, -0.9, 0.6], [-0.3, 1.0, 1.2], [0.1, -1.3, -2.1], [-0.8, 0.3, 0.0], [-0.7, -0.3, 0.7], [-1.2, 1.0, -1.1], [-0.9, 1.0, 0.9], [0.5, -0.2, -0.1], [1.3, 0.8, -0.8], [0.3, -1.1, 0.0], [0.1, 0.0, 0.0], [-0.1, 0.4, -0.4], [0.4, 0.4, 0.2], [0.7, 0.5, -0.4], [0.3, -0.7, 0.6], [0.0, -0.3, 0.2], [0.1, 0.1, 0.0], [-0.4, -0.2, -0.2], [0.5, 0.0, -0.1], [0.3, -0.1, 0.3], [-0.3, 0.1, 0.1], [0.3, -0.2, 0.0], [-0.3, 0.4, 0.3], [0.2, -0.2, 0.0], [-0.3, -0.2, 0.0], [-0.1, 0.1, 0.1], [0.2, -0.5, 0.1], [-0.3, 0.3, 0.7], [0.2, -0.5, -0.2], [0.5, 0.7, -1.3], [-1.7, -0.3, 0.3], [1.8, 1.1, 0.8], [-1.0, -0.8, 0.6], [-0.4, 0.2, 0.4], [0.6, 0.3, -0.1], [-0.9, 0.8, -2.2], [0.4, -1.4, 0.6], [-0.1, -1.4, -0.4], [0.4, 1.2, 0.0], [0.4, -1.6, 0.3], [0.0, 0.2, 0.3], [0.3, -0.2, -0.3], [0.0, -0.2, -0.4], [0.0, 0.1, 0.2], [-0.2, 0.2, -0.1], [-0.1, -0.1, -0.1], [0.2, -0.1, -0.4], [0.1, 0.3, 0.5], [-0.1, -0.4, -0.1], [-0.3, 0.3, -0.3], [-0.4, -0.3, 0.6], [0.0, 0.0, 0.3], [-0.2, -0.4, -0.4], [0.1, 0.2, 0.7], [-0.4, 0.2, 0.3], [-0.3, 0.7, -0.5], [1.0, 0.1, 0.1], [0.0, -0.4, 0.2], [0.2, 1.1, 0.8], [-1.4, -0.1, 1.2], [-0.6, 1.3, -2.1], [-0.5, -0.3, -0.5], [-1.4, 0.0, 0.5], [3.7, 1.4, -0.3], [-0.8, 0.8, -0.4], [1.7, -2.7, -0.5], [-0.5, 0.4, -0.1], [0.6, -0.7, 0.7], [-1.3, -0.4, 0.8], [1.1, -1.1, -0.7], [-0.1, 0.3, 0.3], [0.3, -0.6, -0.4], [0.6, 0.4, 0.1], [0.3, 0.3, 0.8], [0.2, -0.3, -0.5], [0.5, -0.1, 0.5], [-0.3, 0.3, -0.1], [-0.9, -0.2, 0.1], [-1.1, -0.2, 0.4], [0.3, -0.5, 0.0], [-0.4, 0.4, 0.1], [-0.5, -0.3, -0.1], [0.0, 0.9, 0.0], [0.3, 0.3, -0.4], [0.8, -0.3, -0.3], [0.0, -0.4, -0.1], [-0.3, 0.4, 0.3], [0.4, 0.3, 0.4], [-0.7, 0.7, 0.4]]}